[1]
The following is a quantum chemistry calculation of a single C5H8N2O2 molecule, from OMol25.

The geometry in ORCA input format:
```
! wB97M-V def2-TZVPD RIJCOSX def2/J DEFGRID3
* xyz 0 1
C 1.08 1.68 0.53
N 0.54 0.32 0.68
C -0.93 -0.34 -1.14
C 0.46 -0.44 -0.49
C -1.23 -0.68 1.90
C 1.29 -1.40 -0.89
O -1.11 0.90 -1.66
N -0.82 0.37 1.28
O -1.59 -1.30 -1.53
H -1.76 0.76 -2.38
H 2.07 1.63 0.06
H 1.18 2.13 1.52
H 0.44 2.31 -0.08
H -0.65 -1.62 1.98
H -2.23 -0.74 2.33
H 2.23 -1.57 -0.37
H 1.06 -2.01 -1.76
*
```

## Properties
**Orbital gap**: 9.38 eV
**ΔE to the lowest compared entry with this formula, charge and spin**: 350.9 kJ/mol
**Structure (SMILES)**: C=NN(C)C(=C)C(=O)O
**Total energy**: -12387.2990 eV
**HOMO energy**: -8.739 eV



[2]
The following is a quantum chemistry calculation of C55H41N11O2P2SSe2V as an isolated structure, from OMol25.

The geometry in ORCA input format:
```
! wB97M-V def2-TZVPD RIJCOSX def2/J DEFGRID3
* xyz 0 2
V 1.97 -0.75 -0.01
C 4.71 -2.24 -1.36
C 3.98 -3.05 -0.34
C 4.35 -4.40 -0.17
C 3.74 -5.17 0.77
C 2.79 -4.59 1.64
C 2.18 -5.29 2.71
C 1.35 -4.62 3.56
C 1.12 -3.24 3.41
C 1.68 -2.53 2.38
S 1.53 -0.79 2.25
C 2.49 -3.23 1.45
N 3.03 -2.51 0.41
H 4.51 -2.61 -2.37
H 5.78 -2.34 -1.18
H 4.46 -1.18 -1.31
H 5.12 -4.80 -0.81
H 3.99 -6.22 0.88
H 2.40 -6.34 2.84
H 0.88 -5.15 4.38
H 0.49 -2.72 4.13
Se -3.93 -3.92 -0.52
P -3.78 -1.83 -0.38
C -4.58 -1.02 -1.79
C -5.34 0.14 -1.66
C -5.97 0.69 -2.77
C -5.86 0.08 -4.00
C -5.12 -1.09 -4.14
C -4.48 -1.64 -3.04
C -4.52 -1.16 1.13
C -5.91 -1.16 1.26
C -6.48 -0.79 2.47
C -5.68 -0.43 3.54
C -4.30 -0.44 3.41
C -3.72 -0.81 2.21
C -2.04 -1.27 -0.33
C -1.28 -0.09 -0.54
N -0.01 -0.47 -0.37
N 0.02 -1.76 -0.12
N -1.17 -2.28 -0.09
P -1.56 1.71 -0.76
Se 0.27 2.73 -0.73
C -2.65 2.21 0.57
C -3.95 2.67 0.38
C -4.70 3.09 1.46
C -4.15 3.07 2.74
C -2.85 2.64 2.93
C -2.09 2.21 1.85
C -2.37 1.90 -2.36
C -2.31 0.90 -3.32
C -2.72 1.15 -4.62
C -3.21 2.41 -4.96
C -3.28 3.41 -4.01
C -2.85 3.16 -2.71
H -5.44 0.60 -0.69
H -6.55 1.60 -2.66
H -6.36 0.51 -4.87
H -5.04 -1.58 -5.10
H -3.94 -2.57 -3.12
H -6.53 -1.48 0.44
H -7.56 -0.78 2.57
H -6.13 -0.14 4.48
H -3.67 -0.16 4.25
H -2.64 -0.81 2.12
H -4.38 2.70 -0.62
H -5.72 3.44 1.31
H -4.74 3.41 3.58
H -2.39 2.64 3.91
H -1.06 1.91 2.01
H -1.93 -0.08 -3.06
H -2.67 0.37 -5.37
H -3.53 2.60 -5.98
H -3.65 4.39 -4.27
H -2.85 3.96 -1.98
O 3.08 0.47 -0.25
C 3.92 1.55 -0.28
C 3.72 2.49 -1.27
C 4.50 3.63 -1.30
C 5.48 3.82 -0.34
C 5.67 2.87 0.65
C 4.90 1.71 0.71
C 5.08 0.75 1.80
N 4.86 -0.54 1.76
C 5.14 -1.01 3.01
C 5.54 0.01 3.82
N 5.51 1.13 3.03
H 2.91 2.35 -1.98
H 4.34 4.38 -2.07
H 6.09 4.71 -0.34
H 6.44 3.03 1.39
H 5.03 -2.05 3.26
H 5.82 0.05 4.86
H 5.66 2.07 3.35
N 2.20 -3.16 -7.12
C 2.11 -2.80 -6.03
C 2.01 -2.34 -4.67
C 2.30 -1.02 -4.35
C 2.22 -0.63 -3.03
N 1.87 -1.47 -2.05
C 1.56 -2.74 -2.37
C 1.62 -3.21 -3.66
H 2.59 -0.30 -5.11
H 2.43 0.39 -2.74
H 1.24 -3.37 -1.55
H 1.36 -4.24 -3.88
N 3.32 3.75 2.71
C 2.28 2.84 2.89
O 2.16 1.89 2.11
C 1.42 3.06 4.01
C 1.60 4.18 4.85
N 1.82 5.13 5.48
C 0.41 2.12 4.28
N -0.43 1.34 4.50
H 3.26 4.63 3.20
H 3.68 3.78 1.78
*
```

## Properties
**Orbital gap (alpha / beta)**: 4.90 / 4.92 eV
**ΔE to the lowest compared entry with this formula, charge and spin**: 119.4 kJ/mol
**Total energy**: -263982.3499 eV
**HOMO energy (alpha / beta)**: -6.721 / -6.721 eV



[3]
The following is a quantum chemistry calculation of C42H34Cl3N15O5SiW as an isolated structure, from OMol25.

The geometry in ORCA input format:
```
! wB97M-V def2-TZVPD RIJCOSX def2/J DEFGRID3
* xyz 0 3
W 1.44 0.45 -1.55
C -0.40 -2.87 1.03
O 0.95 -3.30 0.93
C 1.47 -3.51 -0.31
C 2.17 -4.68 -0.53
C 2.80 -4.94 -1.75
C 2.71 -4.01 -2.77
C 2.03 -2.81 -2.56
C 2.01 -1.81 -3.62
N 1.71 -0.58 -3.44
N 1.79 0.22 -4.58
C 1.71 1.47 -4.25
O 1.50 1.85 -3.01
C 1.83 2.53 -5.27
C 2.10 2.20 -6.59
C 2.21 3.21 -7.54
C 2.06 4.54 -7.16
C 1.79 4.86 -5.84
C 1.68 3.86 -4.89
C 1.39 -2.55 -1.33
O 0.73 -1.42 -1.14
H -0.75 -3.18 2.02
H -1.02 -3.34 0.27
H -0.49 -1.78 0.93
H 2.23 -5.39 0.29
H 3.35 -5.86 -1.89
H 3.20 -4.19 -3.72
H 2.30 -2.11 -4.62
H 2.23 1.16 -6.87
H 2.43 2.96 -8.57
H 2.15 5.32 -7.90
H 1.68 5.89 -5.55
H 1.48 4.10 -3.85
C 2.30 -0.64 4.04
N 2.42 -0.60 2.59
C 1.66 0.05 1.71
N 2.16 -0.12 0.50
C 3.25 -0.92 0.71
N 3.44 -1.22 1.96
C 1.45 -1.78 4.54
C 1.97 -3.02 4.88
C 1.14 -4.02 5.36
C -0.22 -3.79 5.52
C -0.75 -2.56 5.16
C 0.08 -1.56 4.67
C -2.17 -2.25 5.33
N -3.11 -2.89 5.95
N -4.26 -2.12 5.81
C -3.93 -1.09 5.12
O -2.62 -1.10 4.78
C -4.73 0.03 4.62
C -6.07 0.18 4.94
C -6.79 1.22 4.38
C -6.18 2.10 3.49
C -4.84 1.96 3.17
C -4.15 2.85 2.16
N -3.16 2.09 1.42
C -1.82 2.09 1.53
N -1.31 1.05 0.91
C -2.41 0.41 0.44
N -3.55 1.00 0.72
C -4.12 0.93 3.75
H 1.88 0.30 4.36
H 3.32 -0.71 4.42
H 0.76 0.59 1.94
H 3.90 -1.25 -0.08
H 3.03 -3.20 4.78
H 1.55 -4.98 5.63
H -0.88 -4.56 5.91
H -0.33 -0.60 4.41
H -6.54 -0.53 5.61
H -7.84 1.35 4.62
H -6.76 2.89 3.02
H -3.61 3.67 2.64
H -4.87 3.28 1.47
H -1.27 2.88 2.03
H -2.36 -0.50 -0.13
H -3.08 0.79 3.50
Cl 3.25 3.89 -1.04
Si 1.54 2.86 -0.48
Cl 1.56 3.20 1.63
Cl 0.04 4.26 -1.01
C -3.85 2.03 -2.81
N -2.70 1.15 -2.73
C -2.65 -0.19 -3.01
C -1.41 -0.61 -2.66
N -0.70 0.45 -2.16
C -1.50 1.50 -2.22
H -4.47 1.72 -3.66
H -3.52 3.05 -2.97
H -4.44 1.96 -1.89
H -3.49 -0.71 -3.44
H -0.98 -1.59 -2.74
H -1.25 2.50 -1.92
O 3.53 0.62 -1.58
N 4.28 0.08 -2.51
C 5.54 0.28 -2.36
C 6.10 1.03 -1.26
N 6.55 1.63 -0.38
C 6.42 -0.30 -3.34
N 7.12 -0.76 -4.12
*
```

## Properties
**Orbital gap (alpha / beta)**: 7.31 / 7.82 eV
**ΔE to the lowest compared entry with this formula, charge and spin**: 0.0 kJ/mol
**Total energy**: -123969.4045 eV
**HOMO energy (alpha / beta)**: -7.618 / -8.373 eV



[4]
The following is a quantum chemistry calculation of C16H23As2NO3Pd as an isolated structure, from OMol25.

The geometry in ORCA input format:
```
! wB97M-V def2-TZVPD RIJCOSX def2/J DEFGRID3
* xyz 2 3
Pd 0.06 0.28 -0.39
O 1.78 2.19 -1.51
C 1.73 3.42 -1.73
O -0.82 2.23 -1.55
C -0.62 3.27 -2.18
O -1.53 3.90 -2.96
N 0.55 4.01 -2.21
C -0.92 5.09 -3.60
C 0.43 5.28 -2.94
H -1.59 5.95 -3.46
H -0.79 4.89 -4.68
H 0.41 6.16 -2.28
H 1.21 5.43 -3.69
C 2.77 4.40 -1.51
C 4.03 4.04 -1.22
H 2.44 5.44 -1.57
H 4.30 2.98 -1.22
H 4.78 4.80 -0.99
C -3.37 0.48 -0.28
As -1.85 -0.64 0.48
C -2.40 -2.17 -0.66
C -1.63 -2.04 2.04
C -2.39 -2.07 3.23
C -1.96 -2.83 4.35
C -0.72 -3.50 4.24
C 0.05 -3.38 3.08
C -0.37 -2.63 1.98
As 1.05 -1.88 0.59
C 2.01 -3.72 0.73
C 0.86 -2.33 -1.36
H -4.30 -0.09 -0.12
H -3.20 0.73 -1.34
H -3.37 1.40 0.31
H -1.76 -3.03 -0.58
H -3.39 -2.42 -0.29
H -2.44 -1.82 -1.69
H -3.28 -1.47 3.37
H -2.52 -2.88 5.30
H -0.36 -4.07 5.13
H 1.04 -3.86 3.10
H 1.15 -4.41 0.78
H 2.63 -3.93 -0.15
H 2.64 -3.74 1.63
H 0.07 -1.68 -1.78
H 1.85 -2.10 -1.84
H 0.61 -3.40 -1.39
*
```

## Properties
**Orbital gap (alpha / beta)**: 8.51 / 5.50 eV
**ΔE to the lowest compared entry with this formula, charge and spin**: 82.4 kJ/mol
**Total energy**: -149734.7139 eV
**HOMO energy (alpha / beta)**: -15.052 / -15.395 eV



Among the records above, which one has the lowest total energy? C55H41N11O2P2SSe2V